Entry 1:
C5H6O | the ωB97M-V functional and the def2-TZVPD basis

XYZ file:
```
12
Properties=species:S:1:pos:R:3:forces:R:3
O -2.5588 -0.0376 -0.8280 0.149 -0.092 0.444
C -2.1107 -0.2414 0.2741 -0.015 0.006 -0.416
C -0.6527 -0.0685 0.6367 0.232 -0.371 -0.466
C 1.6475 0.3127 -0.3503 1.119 0.623 0.940
C 0.2497 0.2706 -0.5807 0.390 -0.807 -0.945
C 2.7868 -0.1369 -0.2534 -0.075 1.258 0.159
H 0.8993 -0.4345 -1.3533 -3.297 -0.675 0.718
H -2.7813 -0.5655 1.1022 0.171 0.090 -0.111
H -0.6325 0.7166 1.4287 0.265 -0.192 -0.643
H -0.3061 -0.9683 1.1538 -0.047 -0.040 -0.070
H -0.2608 0.9041 -1.2987 0.441 0.561 0.192
H 3.7197 0.2488 0.0689 0.666 -0.361 0.197
```
Positions in Å, forces in eV/Å.

The LUMO energy is 0.75 eV. Its SMILES is C#CCCC=O. As for the total charge: 0. Its multiplicity is 1. The energy is -269.19398 Eh. The calculation puts the energy above the lowest of the compared OMol25 structures with the same formula, charge and spin at 95.5 kcal/mol.

Entry 2:
C2H8NO2PS | the ωB97M-V functional and the def2-TZVPD basis

XYZ file:
```
15
Properties=species:S:1:pos:R:3:forces:R:3
S 1.3797 0.1369 -1.8404 -2.973 -0.839 -0.125
P 2.1909 1.6580 -0.4163 1.709 -0.837 -0.976
O 1.6098 -1.2070 -1.3167 0.907 0.084 0.358
O -0.2900 0.3557 -1.6187 2.624 2.939 -1.241
N -0.2283 -0.9279 1.7425 1.425 1.566 -0.270
C -1.3358 -0.9593 0.9361 -0.078 -0.287 0.415
C -2.1595 0.0785 0.7691 1.045 -0.662 1.244
H 3.4984 1.3176 -1.1551 -1.370 0.153 1.276
H -1.4667 -1.9691 0.5479 -0.629 0.245 -0.170
H 0.2099 0.0294 1.7445 -0.425 -1.525 0.297
H 2.1451 2.6939 -1.3693 -0.562 0.170 -0.111
H -0.9649 -0.2574 -1.3796 -0.171 -1.496 0.747
H -1.8958 0.9568 1.3930 -0.740 -0.294 -0.849
H -3.1164 -0.2662 0.5005 -1.328 0.716 -0.720
H 0.4236 -1.6398 1.4624 0.567 0.066 0.127
```
Positions in Å, forces in eV/Å.

The LUMO energy is 0.29 eV. Its SMILES is O=S(O)#[PH2].C=CN. As for the total charge: 0. Its multiplicity is 1. The energy is -1025.66540 Eh. The calculation puts the energy above the lowest of the compared OMol25 structures with the same formula, charge and spin at 140.5 kcal/mol.

Entry 3:
C2H3BrCl2 | the ωB97M-V functional and the def2-TZVPD basis

XYZ file:
```
8
Properties=species:S:1:pos:R:3:forces:R:3
Br 1.6731 -0.2861 3.3845 0.399 -0.575 1.516
Cl -3.8327 -0.8978 -0.5011 -0.307 0.379 0.141
Cl -1.8104 -2.2071 -1.9015 0.859 -0.134 -0.090
C -2.1134 -1.0636 -0.6643 -1.066 -0.659 -0.248
C -1.3126 -0.4354 0.1528 1.040 2.742 2.047
H -1.8430 0.3771 0.8357 1.308 -2.038 -1.360
H 2.0279 -0.8084 4.7398 -0.405 0.579 -1.523
H -0.1768 -0.4573 0.2250 -1.828 -0.295 -0.481
```
Positions in Å, forces in eV/Å.

The LUMO energy is 0.39 eV. Its SMILES is C=C(Cl)Cl.Br. As for the total charge: 0. Its multiplicity is 1. The energy is -3572.35755 Eh. The calculation puts the energy above the lowest of the compared OMol25 structures with the same formula, charge and spin at 19.2 kcal/mol.